67
Properties=species:S:1:pos:R:3:forces:R:3:mulliken_charge:R:1 method="wB97M-V/def2-TZVPD" multiplicity=3 total_charge=+2 s2=2.091 homo_ev="-12.8 / -13.5" orbital_gap_ev="4.8958 / 5.6535"
W -0.007 -0.368 0.649 -0.19 -0.77 0.57 1.45
C 3.255 -2.913 -4.529 0.05 -0.02 -0.02 -0.67
C 4.365 -2.327 -3.928 0.04 -0.02 -0.09 -0.63
C 4.261 -1.676 -2.703 -0.13 0.08 0.21 -0.45
C 3.011 -1.639 -2.116 -0.15 -0.20 -0.36 0.27
C 2.568 -1.128 -0.836 0.25 0.10 0.48 -0.02
N 3.317 -0.732 0.141 -0.07 0.14 -0.35 -0.42
C 2.830 -0.325 1.291 0.10 -0.22 -0.03 0.34
C 3.142 -0.817 2.594 -0.32 0.16 0.25 0.02
C 4.264 -1.506 3.064 0.06 -0.12 -0.08 -0.47
C 4.305 -1.815 4.406 0.12 -0.07 -0.05 -0.69
C 3.246 -1.480 5.261 -0.16 0.09 -0.01 -0.60
C 2.103 -0.844 4.800 -0.01 -0.09 0.01 -0.61
C 2.053 -0.512 3.458 0.10 -0.14 -0.31 -0.11
C 1.036 0.187 2.680 -0.42 0.18 -0.17 0.97
N 0.412 1.409 3.100 0.14 -0.17 0.23 -0.63
C -0.885 1.661 2.451 0.68 0.47 -0.16 0.36
N -1.390 0.596 1.634 -1.66 0.49 0.59 -0.21
C -2.728 0.578 1.698 0.91 0.11 -0.05 0.57
N -3.482 -0.209 0.923 -0.33 -0.31 -0.49 -0.63
C -2.976 -0.958 -0.009 -0.07 0.31 0.77 -0.17
N -1.604 -1.208 -0.274 -0.63 -0.15 -1.11 -0.25
C -1.554 -1.955 -1.447 0.34 -0.03 0.47 0.13
N -0.480 -2.316 -2.124 -0.05 -0.12 -0.34 -0.58
C 0.754 -1.996 -1.835 -0.28 0.30 0.44 0.15
N 1.170 -1.316 -0.707 0.48 -0.68 -0.99 -0.21
C 1.891 -2.235 -2.715 0.51 0.11 -0.05 0.39
C 1.997 -2.880 -3.931 -0.20 0.04 0.10 -0.10
C -2.892 -2.255 -1.896 -0.44 0.16 0.13 0.43
C -3.348 -2.899 -3.036 0.20 -0.04 0.04 -0.25
C -4.719 -2.931 -3.244 -0.01 0.00 0.02 -0.67
C -5.601 -2.339 -2.339 -0.04 -0.04 -0.04 -0.62
C -5.145 -1.685 -1.202 0.08 0.06 0.20 -0.32
C -3.777 -1.649 -0.995 0.05 -0.32 -0.52 0.47
C -3.186 1.572 2.646 0.09 0.26 0.21 -0.18
C -4.462 1.889 3.089 -0.01 -0.09 -0.14 -0.19
C -4.584 2.903 4.024 0.00 0.03 0.01 -0.77
C -3.461 3.588 4.486 -0.03 -0.01 0.01 -0.73
C -2.180 3.278 4.039 0.12 0.03 0.01 -0.54
C -2.051 2.260 3.120 -0.34 -0.15 -0.11 -0.03
N 1.651 0.425 1.426 2.50 0.50 1.09 0.59
H 3.370 -3.408 -5.484 0.03 0.00 0.01 0.42
H 5.326 -2.380 -4.422 -0.01 0.01 -0.01 0.43
H 5.112 -1.212 -2.221 0.05 -0.04 -0.06 0.54
H 5.079 -1.762 2.400 0.00 0.03 0.01 0.52
H 5.171 -2.320 4.811 -0.01 0.01 0.00 0.43
H 3.318 -1.724 6.313 0.04 -0.04 -0.01 0.45
H 1.280 -0.612 5.462 0.02 0.00 0.01 0.58
H 1.137 -3.340 -4.398 0.01 -0.01 0.00 0.58
H -2.653 -3.347 -3.733 -0.03 0.00 -0.02 0.56
H -5.111 -3.414 -4.129 -0.02 -0.02 0.02 0.42
H -6.665 -2.379 -2.531 0.01 -0.02 -0.02 0.42
H -5.828 -1.218 -0.505 0.00 0.02 -0.02 0.56
H -5.323 1.356 2.708 -0.01 0.01 0.04 0.57
H -5.562 3.172 4.400 0.00 0.01 -0.01 0.42
H -3.591 4.378 5.214 0.01 0.00 -0.01 0.44
H -1.319 3.819 4.409 0.00 -0.01 -0.01 0.52
N 1.515 5.625 2.304 0.10 0.09 0.15 -0.40
C 1.289 4.346 2.652 -0.16 -0.32 0.04 0.38
N 1.718 3.939 3.869 0.22 0.14 0.17 -0.27
N 0.649 3.596 1.809 0.03 0.44 -0.52 -0.83
C 0.409 2.276 1.884 -0.72 -0.01 0.62 1.39
N 0.988 1.446 0.771 -0.71 -0.08 -0.71 -1.27
H 1.975 6.279 2.911 -0.04 0.00 0.02 0.19
H 1.163 5.946 1.421 0.01 -0.04 -0.06 0.22
H 2.242 4.550 4.469 0.01 0.01 0.01 0.21
H 1.543 2.999 4.175 -0.09 -0.04 -0.04 0.16